Molecular formula: C17H31LuN2S
Method: DFT, ωB97M-V with the def2-TZVPD basis set

The calculation puts the energy above the lowest of the compared OMol25 structures with the same formula, charge and spin at 116.7 kcal per mole. As for the maximum force: 4.2 eV/A. The gap between HOMO and LUMO (alpha / beta) comes out at 4.77 / 4.78 eV. Its electronic energy is -65549.7178 eV.

```
! RIJCOSX wB97M-V def2-TZVPD def2/J DEFGRID3
* xyz 2 1
C 0.3928 -1.2464 -2.8148
H -0.4193 -0.7935 -3.4228
H 1.3540 -0.7502 -2.6992
H -1.8594 0.5067 -1.2061
C 0.0537 -2.5450 -2.1719
H 0.6823 -2.8507 -1.3206
H -0.9816 -2.5948 -1.7963
C 0.1170 -3.4981 -3.3788
H 0.0575 -4.5460 -3.1110
H -0.6591 -3.2530 -4.1087
H 1.0721 -3.2928 -3.8810
C 1.4226 0.5539 1.1757
C 1.9898 -0.7090 0.8268
C 2.5286 -0.6020 -0.4901
C 2.2698 0.7208 -0.9748
C 1.5793 1.4357 0.0606
C 1.3157 2.8979 0.0621
C 2.7190 1.2943 -2.2723
C 3.3480 -1.6153 -1.2063
C 2.2056 -1.8454 1.7594
C 0.9959 0.9845 2.5307
Lu 0.0254 -0.1957 -1.0053
H 2.1273 2.1808 -2.5475
H 3.7769 1.5993 -2.2057
H 2.6595 0.5822 -3.1094
H 1.3664 3.3139 -0.9529
H 0.3209 3.1299 0.4757
H 2.0579 3.4352 0.6782
H 0.7091 0.1239 3.1539
H 1.7964 1.5222 3.0802
H 0.1393 1.6769 2.4719
H 2.3298 -2.7917 1.2144
H 3.1092 -1.7182 2.3863
H 1.3537 -1.9519 2.4492
H 3.0616 -1.7261 -2.2645
H 4.4145 -1.3323 -1.2013
H 3.2751 -2.6058 -0.7336
S -1.5972 1.8523 -0.8078
C -2.6196 1.2812 0.5810
N -2.3157 0.2787 1.4317
C -2.9604 0.3037 2.7589
C -4.4389 0.5919 2.5549
C -4.6407 1.9100 1.8358
N -3.7322 1.9758 0.6969
H -1.3338 -0.0176 1.4862
H -2.4951 1.0903 3.3682
H -2.8065 -0.6565 3.2431
H -4.9404 0.6406 3.5204
H -4.8910 -0.2179 1.9730
H -4.4438 2.7604 2.4924
H -5.6524 2.0052 1.4233
H -3.8394 2.7079 -0.0081
*
```